This record from the OMol25 dataset describes the ion C2H4NO2 with charge +1 in a non-equilibrium geometry. The level of theory is ωB97M-V with the def2-TZVPD basis set.

Cartesian coordinates (Å):
H: 1.1704 0.0710 -1.3792
O: -0.6897 -0.7924 0.2726
C: -0.0364 0.2321 0.1594
H: 2.0136 1.1235 -0.3282
C: 1.3302 0.2135 -0.3644
H: -0.4698 1.2743 0.2973
O: -2.9544 -1.0121 0.6944
H: 1.7226 -0.7906 -0.2064
N: -2.0866 -0.3192 0.8546

Kohn-Sham gap = 10.6 eV
Spin multiplicity = 1
Energy = -283.419752 hartree
Charge = +1
HOMO energy = -17.3 eV

These are the Mulliken partial charges, in e, on atoms 1 to 5: 0.378 -0.164 0.408 0.342 -1.030